Record 1
The following is a DFT calculation (ωB97M-V with the def2-TZVPD basis set) of a structure of composition C3FeO9 at a distorted geometry.

Summary:
Total charge: -3
LUMO level (spin up / spin down), hartree: 0.3242 / 0.3235
Highest occupied orbital energy (spin up / spin down), eV: 3.2823 / 2.6872
Multiplicity: 6
F_max, eV Å⁻¹: 7.786
⟨S²⟩: 9.17
Orbital gap (spin up / spin down), eV: 5.54 / 6.12

XYZ file:
```
13
Properties=species:S:1:pos:R:3:mulliken_charge:R:1
Fe 0.288 0.052 -0.084 0.5277
C 2.351 1.166 -0.538 -0.2560
O 1.203 1.781 -0.879 -0.4594
O 2.122 0.905 0.758 -0.2982
O 2.196 -0.117 -0.893 -0.3767
C -0.613 -0.113 2.453 0.9798
O -0.094 -1.062 1.726 -0.6122
O -1.517 -0.379 3.295 -0.7816
O -0.777 0.799 1.543 -0.5557
C -1.356 -0.793 -1.866 1.0316
O -0.507 -1.483 -1.171 -0.6925
O -2.091 -1.201 -2.806 -0.8629
O -1.205 0.443 -1.537 -0.6439
```

Record 2
The following is a DFT calculation (ωB97M-V with the def2-TZVPD basis set) of a cluster of 2 separate species, C3H10BN in total at a distorted geometry.

Summary:
SMILES: C=BN(C)C.[H][H]
Total charge: 0
LUMO level, hartree: 0.0253
Highest occupied orbital energy, eV: -7.9723
Multiplicity: 1
F_max, eV Å⁻¹: 4.191
Orbital gap, eV: 8.66

XYZ file:
```
15
Properties=species:S:1:pos:R:3:mulliken_charge:R:1
B -0.050 -0.787 -0.591 -0.0688
C -0.771 -1.471 -1.589 -0.5338
C -0.472 -0.145 1.794 -0.7870
C 1.495 0.608 0.707 -0.8851
N 0.308 -0.262 0.601 0.1193
H -1.317 1.409 -2.596 -0.0401
H -0.788 -2.523 -1.719 0.2370
H -0.599 1.665 -2.695 0.0277
H -1.117 -0.820 -2.351 0.1631
H -0.924 0.890 1.717 0.2884
H -1.338 -0.919 1.881 0.2703
H 0.192 -0.309 2.568 0.3243
H 2.127 0.530 1.756 0.2206
H 2.150 0.461 -0.110 0.3578
H 1.104 1.674 0.628 0.3064
```

Record 3
The following is a DFT calculation (ωB97M-V with the def2-TZVPD basis set) of the ion C3H10Br2N4O with charge +2 at a distorted geometry.

Summary:
Total charge: +2
LUMO level (spin up / spin down), hartree: -0.2868 / -0.4254
Highest occupied orbital energy (spin up / spin down), eV: -16.6384 / -17.9324
Multiplicity: 3
F_max, eV Å⁻¹: 4.027
⟨S²⟩: 2.01
Orbital gap (spin up / spin down), eV: 8.83 / 6.36

XYZ file:
```
20
Properties=species:S:1:pos:R:3:mulliken_charge:R:1
C 1.472 0.006 0.519 0.6589
C -1.381 0.951 -1.941 -1.4275
C -0.806 0.257 -0.646 -0.3664
N 1.000 -1.034 1.225 -0.1121
N 0.702 0.614 -0.420 0.3342
N 1.928 -1.680 2.063 -0.3167
N 1.036 1.777 -1.057 -0.6168
O 2.500 0.525 0.831 -0.5809
Br 2.434 1.450 -2.383 0.2001
Br 1.527 3.504 0.172 0.4340
H -1.034 0.561 -2.867 0.4638
H -2.444 0.835 -1.751 0.4097
H -1.255 2.036 -2.096 0.5310
H -1.388 0.747 0.108 0.3095
H -0.706 -0.784 -0.737 0.4787
H 0.304 -1.520 0.656 0.2225
H 2.525 -0.985 2.566 0.3863
H 2.717 -2.116 1.535 0.3913
H 1.551 -2.384 2.732 0.3802
H 0.157 1.914 -1.703 0.2203
```

Record 4
The following is a DFT calculation (ωB97M-V with the def2-TZVPD basis set) of the ion C3H10ClN2O4S2 with charge +1 at a distorted geometry.

Summary:
Total charge: +1
LUMO level, hartree: -0.1390
Highest occupied orbital energy, eV: -14.8740
Multiplicity: 1
F_max, eV Å⁻¹: 4.762
Orbital gap, eV: 11.09

XYZ file:
```
22
Properties=species:S:1:pos:R:3:mulliken_charge:R:1
C -1.658 0.224 1.271 -1.0135
C -2.065 0.242 -1.047 -0.8522
C -0.730 -1.570 -0.225 -0.8243
N 2.915 1.502 -0.204 -0.6315
N -1.047 -0.215 0.031 -0.0880
O 0.153 2.073 0.081 -0.5881
O 0.851 0.386 -1.564 -0.4411
O 1.330 0.019 0.879 -0.2577
O 3.707 -0.099 1.632 -0.4408
S 0.593 0.791 -0.241 1.3439
S 2.954 0.153 0.492 0.9987
Cl 3.003 -1.341 -0.767 -0.0294
H -1.069 -0.351 2.040 0.3263
H -1.322 1.216 1.274 0.4827
H -2.675 0.152 1.515 0.4274
H -1.475 0.398 -2.021 0.3386
H -2.615 -0.664 -1.216 0.4375
H -2.766 1.075 -0.890 0.3444
H -1.629 -2.232 -0.020 0.3766
H -0.432 -1.633 -1.279 0.4698
H 0.077 -2.111 0.300 0.2709
H 3.900 1.986 -0.044 0.3496
```

Record 5
The following is a DFT calculation (ωB97M-V with the def2-TZVPD basis set) of a structure of composition C3H10CoF3N2O2 at a distorted geometry.

Summary:
Total charge: -1
LUMO level (spin up / spin down), hartree: 0.1332 / 0.1259
Highest occupied orbital energy (spin up / spin down), eV: 0.0043 / -3.3807
Multiplicity: 4
F_max, eV Å⁻¹: 1.967
⟨S²⟩: 3.78
Orbital gap (spin up / spin down), eV: 3.62 / 6.81

XYZ file:
```
21
Properties=species:S:1:pos:R:3:mulliken_charge:R:1
C -1.272 0.645 2.332 -1.2240
Co 0.667 -1.217 -0.627 0.9980
N 1.066 0.016 -2.299 -1.0966
N -1.404 -1.836 -1.073 -1.6476
H 1.932 -0.313 -2.736 0.4180
H -1.193 1.299 1.452 0.2305
H -0.990 1.190 3.236 0.2869
H -0.600 -0.212 2.192 0.1828
H -2.303 0.303 2.445 0.3936
H -1.539 -2.754 -1.521 0.5647
H -1.847 -1.145 -1.678 0.5401
H -1.954 -1.850 -0.209 0.4802
H 0.324 0.059 -2.994 0.3855
H 1.202 0.943 -1.896 0.2442
F 3.724 2.388 1.201 -0.2547
C 2.642 1.627 0.934 0.7496
F 1.588 2.096 1.680 -0.2714
F 2.338 1.876 -0.394 -0.3129
C 2.822 0.085 1.239 -0.2191
O 3.812 -0.226 1.881 -0.5564
O 1.864 -0.640 0.777 -0.8914
```

Record 6
The following is a DFT calculation (ωB97M-V with the def2-TZVPD basis set) of a cluster of 2 separate species, C3H10F6N5O4P3S in total at a distorted geometry.

Summary:
Total charge: 0
LUMO level, hartree: -0.0307
Highest occupied orbital energy, eV: -10.5966
Multiplicity: 1
F_max, eV Å⁻¹: 1.796
Orbital gap, eV: 9.76

XYZ file:
```
32
Properties=species:S:1:pos:R:3:mulliken_charge:R:1
C -1.566 2.348 2.567 -0.9682
S -1.507 2.759 0.868 1.1687
O -0.912 4.049 0.714 -0.6436
O -2.713 2.355 0.249 -0.5532
N -0.228 1.760 0.310 -0.2383
C 0.104 0.523 0.668 0.6900
N -0.549 -0.239 1.540 -0.4050
C 0.075 -1.394 1.490 -0.1046
N 1.132 -1.414 0.685 0.0995
P 2.285 -2.775 0.246 0.2324
O 1.239 -3.965 0.274 -0.4208
O 2.918 -2.940 1.729 -0.4831
N 1.202 -0.123 0.152 0.0405
P 2.308 0.494 -1.018 0.1915
N 1.568 1.365 -2.041 -0.6335
H -1.983 3.247 3.010 0.4235
H -0.575 2.148 2.949 0.3216
H -2.210 1.490 2.689 0.3228
H 0.246 2.156 -0.497 0.2410
H -0.222 -2.248 2.071 0.5352
H 0.304 -3.847 0.451 0.3512
H 3.653 -2.342 1.907 0.3417
H 3.317 1.234 -0.382 0.0874
H 2.839 -0.704 -1.483 0.0782
H 1.867 2.323 -2.152 0.2607
F -1.410 0.681 -2.169 -0.2938
P -1.830 -0.891 -2.463 1.0077
F -2.657 -0.763 -1.031 -0.3392
F -1.510 -2.444 -2.880 -0.3576
F -1.356 -0.506 -3.985 -0.3560
F -3.313 -1.113 -3.091 -0.3285
F -0.520 -1.225 -1.377 -0.2681
```

Record 7
The following is a DFT calculation (ωB97M-V with the def2-TZVPD basis set) of a cluster of 2 separate species, C3H10N in total at a distorted geometry.

Summary:
Total charge: 0
LUMO level (spin up / spin down), hartree: -0.0094 / -0.0108
Highest occupied orbital energy (spin up / spin down), eV: -3.3482 / -6.8896
Multiplicity: 2
F_max, eV Å⁻¹: 1.652
⟨S²⟩: 0.75
Orbital gap (spin up / spin down), eV: 3.09 / 6.60

XYZ file:
```
14
Properties=species:S:1:pos:R:3:mulliken_charge:R:1
N -1.159 -1.817 -0.879 -0.6400
H -0.493 -2.497 -0.511 0.4015
H -0.653 -1.370 -1.654 0.4211
H -1.298 -1.134 -0.117 0.1578
H -2.051 -2.154 -1.232 0.3471
C 1.040 1.852 -0.121 -1.0392
C 0.187 0.681 0.275 -0.2025
C 0.495 -0.239 1.313 -1.0355
H 1.933 1.631 -0.709 0.2354
H 1.243 2.591 0.663 0.2782
H 0.425 2.426 -0.831 0.3184
H -0.893 0.802 0.132 0.2121
H -0.297 -0.511 2.008 0.2603
H 1.521 -0.262 1.663 0.2853
```

Record 8
The following is a DFT calculation (ωB97M-V with the def2-TZVPD basis set) of a cluster of 2 separate species, C3H10N in total at a distorted geometry.

Summary:
Total charge: +1
LUMO level, hartree: -0.1530
Highest occupied orbital energy, eV: -14.0398
Multiplicity: 1
F_max, eV Å⁻¹: 2.800
Orbital gap, eV: 9.88

XYZ file:
```
14
Properties=species:S:1:pos:R:3:mulliken_charge:R:1
N -0.746 -0.284 -1.951 -0.4753
H 0.231 -0.014 -1.899 0.3606
H -0.851 -1.232 -2.376 0.3916
H -1.213 -0.232 -1.029 0.2839
H -1.300 0.130 -2.710 0.4023
C 1.437 0.793 1.047 -0.9275
C 0.430 -0.359 1.022 0.0114
C -0.888 -0.259 1.174 -1.1413
H 2.416 0.484 0.603 0.3157
H 1.031 1.687 0.576 0.2983
H 1.651 1.060 2.103 0.3006
H 0.837 -1.367 1.082 0.3271
H -1.599 -1.076 1.250 0.4300
H -1.436 0.669 1.107 0.4226
```